# 1
A cluster of 12 separate species, C45H104F30N7O4P5 in total in a non-equilibrium geometry, computed with ωB97M-V/def2-TZVPD.

```
195
Properties=species:S:1:pos:R:3:mulliken_charge:R:1
C 7.98286 14.60630 22.28916 -1.07
C 9.07838 14.60283 21.21413 0.45
O 8.78958 14.58435 20.00953 -0.43
N 10.43915 15.06257 21.64976 -0.07
H 10.46814 16.06223 21.50858 0.37
H 10.42068 14.78493 22.62068 0.38
C 11.57985 14.22594 20.96677 -0.76
H 8.29823 13.74807 22.88252 0.41
H 7.07540 14.37408 21.73176 0.31
H 7.85525 15.58386 22.75410 0.37
H 12.55180 14.45181 21.40540 0.37
H 11.82707 14.56208 19.95980 0.32
H 11.38611 13.16711 21.13836 0.34
C -9.72739 15.31682 11.31067 -1.05
C -9.96124 15.87889 9.92604 0.58
O -9.53145 15.32129 8.90335 -0.44
N -11.13414 16.84780 9.88313 -0.13
H -11.94347 16.30995 9.60783 0.36
H -11.36695 17.31406 10.74828 0.39
C -11.01874 17.87316 8.77457 -0.82
H -9.89375 16.09554 12.05500 0.34
H -8.79936 14.81564 11.58575 0.37
H -10.37764 14.45708 11.47231 0.33
H -10.01594 18.30025 8.78416 0.32
H -11.75547 18.67591 8.74436 0.36
H -11.08210 17.30071 7.84916 0.37
C -11.23297 23.07389 24.57970 -1.03
C -10.04040 23.49523 23.78870 0.54
O -8.85263 23.10575 24.01571 -0.43
N -10.26487 24.55861 22.71079 -0.14
H -11.21227 24.86286 22.88387 0.39
H -9.71375 25.40331 22.76407 0.36
C -10.30877 23.95514 21.29569 -0.74
H -10.96545 22.69338 25.56548 0.32
H -11.83036 22.38521 23.98224 0.31
H -11.84839 23.90758 24.91783 0.41
H -10.90615 23.05150 21.41688 0.32
H -9.28400 23.70629 21.01993 0.34
H -10.76524 24.73870 20.69091 0.36
C -2.12993 19.39969 7.28024 -0.87
C -2.78883 18.21780 7.91627 0.55
O -3.82790 18.24810 8.53790 -0.41
N -2.07402 16.88145 7.75784 -0.17
H -1.24140 17.07485 7.21985 0.37
H -1.65006 16.56207 8.61712 0.36
C -2.88376 15.76545 7.17724 -0.81
H -1.07979 19.10772 7.27210 0.33
H -2.28075 20.19392 8.01138 0.31
H -2.56909 19.50735 6.28846 0.30
H -2.46452 14.86603 7.62822 0.37
H -2.71630 15.84790 6.10335 0.33
H -3.91097 15.90171 7.51549 0.35
C 2.14336 19.74492 18.38734 -1.24
C 0.73678 20.26106 18.44932 -0.59
C -0.09048 19.96077 17.22140 -0.16
C -1.52496 20.48800 17.39123 -1.21
N -2.45865 20.20168 16.13757 0.36
C -3.96850 20.56784 16.27092 -0.51
C -4.66971 19.31459 16.86905 -0.68
C -3.71592 18.13007 16.84502 -0.64
C -2.73545 18.64864 15.94209 -0.88
C -1.84383 20.75743 14.75821 -0.92
C -1.37682 22.23867 14.81662 -0.27
C -0.49613 22.75502 13.61080 -1.38
H 2.10477 18.86392 17.74667 0.34
H 2.42880 19.62829 19.43282 0.34
H 2.94957 20.32442 17.93756 0.33
H 0.81877 21.34354 18.54746 0.37
H 0.19234 20.03078 19.36510 0.47
H -0.18596 18.87682 17.15794 0.33
H 0.21833 20.33807 16.24652 0.18
H -1.38523 21.55642 17.55573 0.38
H -2.02347 19.93779 18.18925 0.59
H -4.11793 20.62630 15.19280 0.27
H -4.23574 21.44195 16.86474 0.36
H -5.59617 19.03706 16.36632 0.38
H -5.03879 19.63684 17.84272 0.33
H -4.04570 17.12814 16.57025 0.41
H -3.16130 17.98292 17.77176 0.30
H -3.06145 18.45892 14.91942 0.47
H -1.87602 18.01467 15.72402 0.56
H -2.58519 20.52536 13.99360 0.55
H -0.93167 20.20489 14.53291 0.47
H -0.79728 22.47485 15.70907 0.15
H -2.27076 22.85219 14.92858 0.48
H 0.34854 23.29634 14.03696 0.37
H -1.01818 23.32095 12.83926 0.32
H 0.11852 22.01908 13.09243 0.38
C -4.96114 26.75653 7.64565 -1.21
C -4.29309 28.11578 7.48396 -0.55
C -3.47225 28.34190 6.15273 -0.58
C -4.23611 28.09499 4.80826 -0.90
N -3.49779 28.81243 3.61983 0.51
C -4.45854 28.65489 2.32386 -0.60
C -4.28628 29.93784 1.54589 -0.61
C -3.42439 30.92444 2.33594 -0.83
C -3.34049 30.32453 3.73387 -0.76
C -2.11191 28.17520 3.36715 -0.89
C -2.17159 26.63443 3.40068 -0.26
C -0.81073 25.98510 2.91231 -1.38
H -5.55894 26.45658 6.78497 0.31
H -5.65181 26.72179 8.48819 0.39
H -4.27527 25.92400 7.80244 0.30
H -3.74122 28.28068 8.40933 0.36
H -5.08421 28.86331 7.42553 0.31
H -2.55913 27.74827 6.19684 0.34
H -3.19072 29.39143 6.06709 0.34
H -5.22689 28.54919 4.79436 0.49
H -4.39138 27.04912 4.54344 0.53
H -4.13278 27.85264 1.66175 0.23
H -5.50961 28.44098 2.51786 0.44
H -3.96798 29.98719 0.50458 0.39
H -5.29494 30.35027 1.56982 0.30
H -2.43866 31.08115 1.89786 0.34
H -3.70291 31.97140 2.45595 0.46
H -2.45815 30.70570 4.24797 0.42
H -4.24750 30.63968 4.24972 0.46
H -1.36481 28.75177 3.91258 0.42
H -1.85265 28.49190 2.35691 0.57
H -2.92973 26.23934 2.72450 0.36
H -2.36917 26.17436 4.36887 0.25
H -0.90388 24.97099 2.52375 0.37
H -0.03318 26.00378 3.67598 0.34
H -0.46938 26.58223 2.06673 0.35
C 11.92912 25.84959 12.68632 -1.36
C 10.54975 25.24127 12.93729 -0.64
C 10.29204 24.04537 12.04643 -0.29
C 9.14193 23.07953 12.66423 -1.22
N 8.83321 21.93281 11.64797 0.50
C 7.64008 21.14721 12.29804 -0.40
C 8.11129 19.73071 12.44767 -0.68
C 9.61806 19.79439 12.80433 -0.74
C 10.03644 20.90383 11.72299 -0.52
C 8.46540 22.40563 10.15247 -1.10
C 7.26252 23.44637 10.18611 -0.15
C 6.68033 23.65650 8.77516 -1.45
H 12.69693 25.18884 13.08880 0.35
H 12.00677 26.77971 13.24930 0.42
H 12.03839 26.01657 11.61475 0.33
H 9.81581 26.03453 12.79525 0.37
H 10.53787 25.00754 14.00186 0.42
H 11.20804 23.45531 12.01684 0.29
H 10.06510 24.47107 11.06898 0.22
H 8.26438 23.70978 12.80840 0.42
H 9.30346 22.62050 13.63956 0.69
H 6.74460 21.11434 11.67743 0.29
H 7.49280 21.60214 13.27755 0.35
H 8.13205 19.13106 11.53766 0.28
H 7.40105 19.24633 13.11777 0.45
H 10.24267 18.91347 12.65624 0.42
H 9.81470 19.83814 13.87555 0.34
H 10.11937 20.43306 10.74339 0.40
H 10.92190 21.48964 11.96971 0.19
H 8.27912 21.53238 9.52732 0.51
H 9.45176 22.69540 9.79020 0.56
H 7.59671 24.40335 10.58687 0.30
H 6.38753 23.14065 10.75971 0.37
H 6.20367 22.75123 8.39915 0.33
H 7.54914 23.98249 8.20332 0.38
H 5.87082 24.38371 8.83796 0.39
P 11.62495 21.33901 19.53296 1.16
F 12.90356 20.23040 19.70096 -0.37
F 11.97270 21.38587 17.90841 -0.39
F 10.56125 20.12614 19.30464 -0.36
F 10.39979 22.36833 19.20790 -0.37
F 11.18506 21.53161 21.04235 -0.32
F 12.61552 22.64396 19.50850 -0.35
P -3.18849 10.08832 13.16515 1.13
F -2.80105 8.59527 13.67875 -0.35
F -1.67333 10.49482 12.92414 -0.32
F -3.51376 9.38663 11.66014 -0.38
F -3.76574 11.59418 12.80716 -0.37
F -4.73445 9.63028 13.38127 -0.36
F -3.00187 10.53777 14.74424 -0.36
P -11.34980 21.67613 13.81431 1.16
F -11.28957 22.53532 12.39254 -0.37
F -10.22318 20.65073 13.22745 -0.38
F -10.22414 22.62525 14.44732 -0.34
F -11.42778 20.73539 15.17456 -0.36
F -12.62671 22.56337 14.24091 -0.33
F -12.29980 20.51653 13.13815 -0.38
P -3.97352 27.83629 21.26935 1.13
F -4.76351 26.55823 20.74890 -0.34
F -2.46677 27.45236 20.64895 -0.38
F -4.37011 28.65322 19.91386 -0.36
F -3.35097 29.25446 21.70829 -0.35
F -5.42055 28.15185 21.86843 -0.36
F -3.56393 27.15148 22.65321 -0.33
P -0.48063 14.06096 22.01692 1.15
F 0.28592 14.15062 20.57294 -0.37
F 0.33889 12.64413 22.23376 -0.37
F 0.74890 14.92477 22.59323 -0.35
F -1.16931 13.94462 23.49511 -0.35
F -1.24034 15.52837 21.86483 -0.38
F -1.69873 13.27530 21.33761 -0.33
```

Calculated values
Electronic energy: -7163.8252 Eh
Kohn-Sham gap: 5.26 eV
E_HOMO: -11.10 eV
LUMO level: -5.845 eV
Total charge: +2



# 2
A structure of composition C27H45BrN2OP2Ti in a non-equilibrium geometry, computed with ωB97M-V/def2-TZVPD.

```
79
Properties=species:S:1:pos:R:3:mulliken_charge:R:1
N -3.79505 -2.29166 -9.57537 -0.57
C -2.56322 -2.77991 -9.35461 -0.31
C -1.77574 -2.44080 -8.24862 -0.37
C -2.26993 -1.53348 -7.28264 0.34
C -3.56854 -1.02225 -7.52102 -0.38
C -4.27036 -1.42727 -8.65901 -0.27
C -1.44596 -1.18171 -6.12741 -0.55
Ti 1.53850 0.13296 0.37228 -0.06
P 0.09708 -2.31737 6.07474 0.39
C -1.80288 -1.29942 -4.81995 -0.28
C -0.99897 -0.95809 -3.64934 1.19
C -1.61342 -0.93057 -2.37456 -1.02
C -0.88945 -0.61363 -1.21885 -0.17
C 0.48880 -0.30948 -1.27884 0.24
C 1.10363 -0.33480 -2.55466 -0.51
C 0.38240 -0.64898 -3.70972 -0.81
Br 2.87548 0.69368 2.46384 -0.53
H -0.45091 -0.79043 -6.37463 0.32
H -2.80060 -1.69425 -4.58570 0.36
H -0.77758 -2.87761 -8.13015 0.37
H -4.03135 -0.31403 -6.82655 0.38
H -2.17930 -3.48506 -10.10505 0.35
H -5.27852 -1.03213 -8.84653 0.34
H -2.68241 -1.16606 -2.29774 0.34
H 0.89935 -0.65443 -4.67585 0.27
H -1.40780 -0.60597 -0.25267 0.60
H 2.17152 -0.10322 -2.64586 0.33
P 0.13718 1.94034 0.82512 1.16
C 0.61477 -3.52104 4.72743 -0.46
C 0.34565 -4.98768 5.08853 -1.13
H 1.68372 -3.36557 4.47994 0.50
H 0.03526 -3.24268 3.82697 0.29
H 1.01648 -5.66311 4.52781 0.35
H 0.51012 -5.17857 6.16455 0.34
H -0.69662 -5.26865 4.85608 0.31
C -1.53760 -1.78691 5.31449 0.08
C -2.55624 -1.24095 6.32332 -1.17
H -1.94499 -2.69228 4.82464 0.44
H -1.34771 -1.04670 4.51187 -0.21
H -3.58246 -1.30103 5.91834 0.37
H -2.52860 -1.81273 7.26811 0.36
H -2.35899 -0.18213 6.56554 0.32
C 1.19769 -0.86446 5.60166 0.06
C 2.40084 -0.66160 6.53362 -1.18
H 0.58411 0.05575 5.53420 0.41
H 1.56053 -1.07769 4.57848 -0.16
H 2.76081 0.38246 6.49259 0.33
H 2.14908 -0.88654 7.58443 0.40
H 3.23666 -1.32327 6.24589 0.32
C 1.06084 3.29308 1.70553 -0.10
C 0.93113 4.73476 1.19727 -1.26
H 2.11421 2.96728 1.64333 -0.20
H 0.76002 3.20918 2.76714 0.54
H 1.41042 4.84859 0.21049 0.26
H -0.11612 5.06812 1.11455 0.32
H 1.44798 5.41945 1.89328 0.40
C -1.37805 1.57727 1.83997 -0.09
C -2.75379 1.61936 1.16248 -1.30
H -1.34123 2.30746 2.66782 0.58
H -1.18899 0.59640 2.31408 -0.13
H -3.17578 2.63873 1.17537 0.38
H -2.72314 1.27715 0.11568 0.30
H -3.45684 0.96594 1.70895 0.34
C -0.44525 2.60112 -0.81322 -0.67
C 0.57630 2.89767 -1.91800 -1.11
H -0.99479 3.52332 -0.55017 0.69
H -1.21931 1.88127 -1.13663 0.25
H 0.16504 2.67961 -2.91858 0.35
H 0.91496 3.94576 -1.90801 0.34
H 1.46601 2.25714 -1.78125 -0.02
C 4.91010 1.71544 0.40123 -1.26
C 4.05351 1.48227 -0.80839 0.79
N 4.53387 1.86969 -2.01572 -0.33
O 2.94249 0.94636 -0.78093 -0.22
H 5.87969 2.17945 0.12278 0.46
H 5.14462 0.74675 0.88881 0.30
H 4.41323 2.42242 1.09204 0.21
H 3.97711 1.72270 -2.87087 0.26
H 5.45731 2.31730 -2.10817 0.25
```

Calculated values
Electronic energy: -5346.1538 Eh
Kohn-Sham gap (alpha / beta): 5.95 / 2.74 eV
E_HOMO (alpha / beta): -12.00 / -12.24 eV
ΔE to the lowest compared entry with this formula, charge and spin: 1.335 eV
⟨S²⟩: 2.015
Multiplicity: 3
LUMO level (alpha / beta): -6.051 / -9.500 eV
Total charge: +2